Formula: CH12O4S2
Source: OMol25
Level of theory: ωB97M-V/def2-TZVPD

Geometry (Å):
C -1.61526 0.02895 -1.84143
S -2.13899 1.68904 -1.75270
S -0.79441 2.69870 -0.77050
H -1.05010 -0.21250 -2.75851
H -2.47802 -0.61879 -1.92363
H -0.93088 -0.27721 -1.05739
H 0.33891 3.02652 -1.44988
H 1.68209 -2.50734 0.03098
H 0.46177 -1.64388 0.49913
O 1.19714 -1.70444 -0.14164
H -0.78099 -1.18889 1.66446
H 0.08003 -1.82142 2.63866
O -0.53449 -2.08611 1.96077
H -0.57446 1.36048 1.81715
H 0.80577 0.66303 1.70227
O -0.08156 0.56298 2.08701
H 1.86100 -0.06651 -0.24534
H 2.72288 1.18029 -0.32652
O 1.82956 0.91710 -0.13290

Properties
* net charge: 0
* LUMO level: 0.0154 Eh
* SMILES: CSS.O.O.O.O
* highest occupied orbital energy: -0.3215 Ha
* HOMO-LUMO gap: 9.17 eV
* energy: -1142.61592 Eh

Formula: C4H7N3
Source: OMol25
Level of theory: ωB97M-V/def2-TZVPD

Geometry (Å):
N -2.50448 -0.29989 -0.14707
C -1.12976 -0.02495 0.07237
C -0.04455 -0.85635 0.22427
C 1.12587 -0.05219 0.12946
N 2.44300 -0.54712 0.23736
C 0.71547 1.25228 -0.03083
N -0.66650 1.25125 -0.04497
H -2.57401 -1.04364 -0.83388
H -2.96295 -0.64395 0.68891
H -0.08855 -1.92264 0.40996
H 3.12479 0.10491 -0.12964
H 2.54428 -1.42674 -0.25644
H 1.28448 2.16994 -0.09734
H -1.26709 2.03910 -0.22216

Properties
* net charge: 0
* LUMO level: 0.0398 Eh
* SMILES: Nc1c[nH]c(N)c1
* highest occupied orbital energy: -0.2731 Ha
* HOMO-LUMO gap: 8.51 eV
* energy: -320.88079 Eh

Formula: C4H12FO4Y
Source: OMol25
Level of theory: ωB97M-V/def2-TZVPD

Geometry (Å):
Y -38.02182 -12.21112 -2.33926
F -37.16204 -12.39225 -0.23940
C -38.70446 -15.43740 -3.71994
C -37.58434 -15.80951 -2.68977
O -37.37380 -14.71386 -1.75644
O -38.65947 -14.03556 -3.94017
H -39.60950 -15.70822 -3.17617
H -38.46474 -15.88201 -4.68584
H -36.64783 -15.93218 -3.23383
H -37.87965 -16.70606 -2.14471
H -36.50881 -14.86866 -1.36988
H -39.02876 -13.90074 -4.81599
C -36.04617 -12.10264 2.88676
C -35.92501 -10.55570 2.60464
O -36.71866 -10.23497 1.39395
O -35.27986 -12.90154 1.96984
H -37.09620 -12.38961 2.83047
H -35.89385 -12.29259 3.94921
H -34.88771 -10.31966 2.36720
H -36.29574 -9.87100 3.36744
H -36.71341 -10.96086 0.76574
H -35.79529 -12.95436 1.16166

Properties
* net charge: +2
* LUMO level: -0.4200 Eh
* highest occupied orbital energy: -0.5358 Ha
* HOMO-LUMO gap: 3.15 eV
* energy: -598.05896 Eh

Formula: C14H24BIIrN5O3SSb
Source: OMol25
Level of theory: ωB97M-V/def2-TZVPD

Geometry (Å):
Ir -0.94878 0.36208 0.04213
N -3.23892 0.09312 0.40793
C -3.56873 -1.21268 -0.21719
C -2.48908 -2.21759 0.10781
N -1.17054 -1.70438 -0.38268
H -3.51186 0.10712 1.38646
H -3.80301 0.81023 -0.03699
H -3.61657 -1.04990 -1.29528
H -4.54114 -1.58945 0.09972
H -2.70524 -3.18964 -0.33477
H -2.40286 -2.34940 1.18383
H -1.13382 -1.83660 -1.39260
H -0.41993 -2.28413 -0.01408
O 2.10311 0.82905 0.22154
B 1.03133 0.36001 -0.50582
O 1.46338 -0.15549 -1.73004
C 2.85163 0.01781 -1.74795
C 3.75109 -0.31682 -2.73153
C 5.08276 -0.00701 -2.46627
C 5.46778 0.60424 -1.27621
C 4.54108 0.93508 -0.29064
C 3.23183 0.62105 -0.56790
H 3.45077 -0.79155 -3.65524
H 5.83466 -0.24637 -3.20500
H 6.51242 0.82882 -1.11270
H 4.83400 1.41265 0.63372
C 1.89470 -0.29742 2.98964
Sb -0.14319 -0.05421 2.52594
C -1.04916 1.03432 4.09287
C -0.78365 -1.99299 3.15984
H 1.93206 -0.66069 4.01570
H 2.41405 0.65052 2.89900
H 2.32930 -1.02809 2.31250
H -1.01014 0.38773 4.96755
H -2.08670 1.26603 3.85960
H -0.49893 1.95192 4.27373
H -0.46719 -2.13288 4.19294
H -0.33891 -2.79299 2.56705
H -1.86991 -2.07512 3.14112
I -3.81844 2.61656 -4.95743
C -2.53248 1.53337 -3.77553
C -1.47473 0.73912 -4.17764
N -0.91126 0.22404 -3.07756
N -1.54193 0.64363 -1.96323
C -2.52313 1.45240 -2.38619
H -1.08336 0.52577 -5.15888
H -0.00299 -0.22311 -2.98889
H -3.16905 1.95391 -1.68488
O 0.79853 2.76918 2.35511
S 0.08097 3.27024 1.18771
N -0.74986 2.20851 0.50966

Properties
* net charge: +2
* LUMO level (spin up / spin down): -0.2481 / -0.3234 Eh
* spin multiplicity: 2
* expectation value of S²: 0.76
* highest occupied orbital energy (spin up / spin down): -0.5135 / -0.5134 Ha
* HOMO-LUMO gap (spin up / spin down): 7.22 / 5.17 eV
* energy: -2112.22518 Eh

- What is the net charge in the second record?
  0

- net charge of number 3 (C4H12FO4Y)?
  +2

- Which formula does entry 1 have?
  CH12O4S2